Record 1
This record from the Open Molecules 2025 dataset describes C6H9N2O2 as an isolated structure. The level of theory is wB97M-V/def2-TZVPD.

Structure (ORCA input):
```
! RIJCOSX wB97M-V def2-TZVPD def2/J DEFGRID3
* xyz 0 2
O -0.2361 0.6825 -2.3712
O 0.5291 2.1387 -3.7930
N 0.0063 -2.1886 1.0309
N -0.8350 -0.6544 -0.4364
C 0.6064 1.6066 -2.6803
C 1.6783 2.0445 -1.6940
C -1.1974 -0.2134 0.7676
C -0.1387 -1.8286 -0.2219
C -0.8447 -1.2975 3.1267
C -0.6617 -1.1683 1.6901
H -0.3390 -2.0576 3.6907
H 1.9728 3.0821 -1.7222
H -0.6980 -0.3466 3.6218
H 2.6154 1.5271 -1.9279
H -1.9200 -1.5092 3.3245
H 0.3699 -2.1844 -1.1108
H 1.3654 1.6500 -0.7224
H -0.6232 -0.0340 -1.4263
H -1.6496 0.7512 0.8540
*
```

**ΔE to the lowest compared entry with this formula, charge and spin**: 22.85 kcal/mol
**Lowest unoccupied orbital energy (alpha / beta)**: 0.23 / -3.69 eV
**Gap between HOMO and LUMO (alpha / beta)**: 8.6 / 4.7 eV
**⟨S²⟩**: 0.7609

---

Record 2
This record from the Open Molecules 2025 dataset describes an isolated molecule of C4H8O2. The level of theory is wB97M-V/def2-TZVPD.

Structure (ORCA input):
```
! RIJCOSX wB97M-V def2-TZVPD def2/J DEFGRID3
* xyz 0 1
O 0.3711 -0.3554 1.4026
O 0.7061 -1.2241 -1.2859
C -0.9983 0.3018 -0.4933
C 1.1549 0.4297 0.3895
C 0.4644 0.1001 -0.8700
C -1.0006 -0.2854 0.9739
H -1.5928 0.3583 1.6442
H 1.0293 0.8600 -1.4610
H 2.2211 0.1511 0.3036
H -1.6901 -0.2203 -1.1656
H -1.4721 -1.2824 0.9725
H -1.2467 1.3693 -0.4914
H 1.0628 1.5100 0.5791
H 0.9908 -1.7127 -0.4982
*
```

**ΔE to the lowest compared entry with this formula, charge and spin**: 40.47 kcal/mol
**Lowest unoccupied orbital energy**: 0.92 eV
**SMILES string**: O[C@H]1CCOC1
**Gap between HOMO and LUMO**: 10.9 eV

---

Record 3
This record from the Open Molecules 2025 dataset describes an isolated molecule of C15H13NO5S. The level of theory is wB97M-V/def2-TZVPD.

Structure (ORCA input):
```
! RIJCOSX wB97M-V def2-TZVPD def2/J DEFGRID3
* xyz 0 1
S 1.1050 2.7529 -0.2130
O -1.8648 0.6678 1.0759
O -2.9307 -1.9034 0.8893
O -1.5014 -2.5200 -0.8358
O 1.1628 -2.4081 0.6172
O 0.9950 -0.6406 -0.8808
N 2.2455 -2.6120 -1.2835
C -2.0674 -3.8456 -0.8572
C 0.0591 1.3876 0.1513
C -0.7433 5.8464 1.9002
C 0.2199 5.1901 1.0960
C 0.0725 3.8348 0.7966
C -2.0053 3.7820 2.0469
C -0.0273 -0.0018 -0.1714
C 2.4898 -2.1188 -2.6338
C -1.0321 3.1237 1.2905
C -0.9987 1.7113 0.8681
C -1.2688 -0.3838 0.3211
C 1.3904 -1.8851 -0.4692
C -1.8853 5.1285 2.3458
C -1.9847 -1.6744 0.1171
C 2.9561 -3.8199 -0.8029
H 3.3243 -4.3417 -1.6894
H 2.3100 -4.5038 -0.2804
H -3.0930 -3.8276 -1.1113
H 3.4929 -2.5064 -2.8988
H -2.6574 5.6252 2.9472
H 2.5023 -0.9917 -2.6477
H 1.0886 5.7455 0.6561
H 3.8230 -3.5581 -0.1693
H -2.8253 3.1996 2.4053
H -1.5045 -4.4683 -1.5939
H -0.6391 6.8860 2.1726
H -1.9547 -4.3544 0.1158
H 1.7465 -2.5159 -3.2748
*
```

**ΔE to the lowest compared entry with this formula, charge and spin**: 0.00 kcal/mol
**Lowest unoccupied orbital energy**: 0.11 eV
**SMILES string**: COC(=O)c1oc2c(sc3ccccc32)c1OC(=O)N(C)C
**Gap between HOMO and LUMO**: 8.5 eV

---

Record 4
This record from the Open Molecules 2025 dataset describes a 4-piece molecular cluster, C2H11NO3 overall. The level of theory is wB97M-V/def2-TZVPD.

Structure (ORCA input):
```
! RIJCOSX wB97M-V def2-TZVPD def2/J DEFGRID3
* xyz 1 2
O 0.5098 1.4316 -0.1362
O -1.7772 3.7172 0.1393
O 2.3506 -1.4496 -1.4183
N 0.6727 -0.9357 0.9099
C -1.6743 -1.5134 0.5701
C -0.4965 -0.9617 0.0989
H -1.0860 3.0617 -0.0847
H -0.4856 -0.6441 -0.9350
H -2.5388 -1.6813 0.0627
H -1.6546 -1.8724 1.5627
H 0.5094 0.5824 0.3373
H -2.4644 3.1093 0.3526
H 3.2427 -1.6362 -1.8036
H 0.5321 2.1363 0.4957
H 1.9391 -0.6658 -1.8448
H 1.5846 -0.8886 0.2378
H 0.8365 -1.7896 1.4557
*
```

**ΔE to the lowest compared entry with this formula, charge and spin**: 45.62 kcal/mol
**Lowest unoccupied orbital energy (alpha / beta)**: -4.81 / -8.63 eV
**Gap between HOMO and LUMO (alpha / beta)**: 9.4 / 5.6 eV
**⟨S²⟩**: 0.7640

---

Record 5
This record from the Open Molecules 2025 dataset describes an isolated molecule of C16H14O2. The level of theory is wB97M-V/def2-TZVPD.

Structure (ORCA input):
```
! RIJCOSX wB97M-V def2-TZVPD def2/J DEFGRID3
* xyz 0 1
O 2.2004 -4.0588 3.6444
O -3.0479 3.7667 -3.6288
C -0.0398 0.0015 -0.6276
C -0.0749 2.2793 -1.7107
C 1.5708 -2.9022 3.1001
C 1.5701 -0.5405 2.4475
C -0.3155 -1.9856 1.9436
C 2.4176 -0.9161 -1.1175
C -0.8545 3.1338 -2.5013
C -2.2331 2.7958 -2.9384
C -0.1989 0.3796 0.9064
C -1.9212 0.6394 -2.0079
C 0.3493 -0.7386 1.7600
C -0.7278 1.0598 -1.4821
C -2.7011 1.5068 -2.8571
C 2.1706 -1.6676 3.0838
C 1.3306 -0.3681 -0.9797
C 0.3156 -3.0514 2.5497
H -0.7567 -0.8468 -0.6708
H 3.3511 -1.3201 -1.2381
H -1.3146 0.6125 1.1126
H -0.5554 4.1178 -2.8657
H -3.6993 1.2786 -3.2702
H 3.1793 -3.9152 3.5935
H -0.2709 -3.9371 2.6438
H -2.4102 -0.3552 -2.0708
H 0.8260 2.3662 -1.1523
H 0.3390 1.2829 1.0480
H -2.5842 4.5838 -3.8360
H 3.2219 -1.4402 3.4552
H -1.2611 -2.1194 1.5043
H 2.1248 0.3585 2.1623
*
```

**ΔE to the lowest compared entry with this formula, charge and spin**: 35.93 kcal/mol
**Lowest unoccupied orbital energy**: 0.78 eV
**SMILES string**: C#C[C@@H](Cc1ccc(O)cc1)c1ccc(O)cc1
**Gap between HOMO and LUMO**: 9.3 eV

---

Record 6
This record from the Open Molecules 2025 dataset describes an isolated molecule of C5H8O2. The level of theory is wB97M-V/def2-TZVPD.

Structure (ORCA input):
```
! RIJCOSX wB97M-V def2-TZVPD def2/J DEFGRID3
* xyz 0 1
O 0.8626 -2.0263 1.4864
O -0.5205 -0.8077 -1.5480
C -1.1239 -0.1959 -0.4331
C 0.7994 1.5161 -0.3574
C 0.9737 -1.4110 0.3224
C -0.3716 -1.4680 -0.2951
C -0.6224 1.1488 0.0595
H 1.5458 0.8793 0.1263
H -2.2123 -0.2998 -0.4102
H 1.0053 2.5587 -0.1001
H 0.9267 1.3876 -1.4360
H -0.7220 1.1473 1.1542
H 1.7252 -1.9578 1.9206
H -0.9512 -2.3899 -0.1849
H -1.3149 1.9187 -0.3047
*
```

**ΔE to the lowest compared entry with this formula, charge and spin**: 89.62 kcal/mol
**Lowest unoccupied orbital energy**: 0.71 eV
**Gap between HOMO and LUMO**: 9.5 eV